The following is a quantum chemistry calculation of a structure of composition C33H31Ge2N5Ni at a distorted geometry, from OMol25.

As for the net charge: +1. The value obtained for the total energy is -7211.82964 hartree. Its HOMO-LUMO gap (alpha / beta) is 7.51 / 5.21 eV. As for the largest force on an atom: 1.330 eV/Å. As for the spin multiplicity: 4.

Element x y z (Å)
Ni1 0.0001 0.9024 0.3913
C1 4.1323 -0.3776 0.3895
C2 4.8827 0.7347 0.0178
C3 4.2424 1.9387 -0.1236
C4 2.8612 2.0483 0.0928
N1 2.1271 0.9606 0.4266
C5 2.7906 -0.2091 0.5765
N2 2.3586 3.3272 -0.0114
C6 1.1209 3.6341 0.0239
N3 0.0000 2.8129 0.0672
C7 -1.1208 3.6340 0.0239
N4 -2.3578 3.3275 -0.0115
C8 -2.8605 2.0485 0.0930
C9 -4.2418 1.9384 -0.1239
C10 -4.8820 0.7347 0.0183
C11 -4.1318 -0.3773 0.3914
C12 -2.7902 -0.2087 0.5786
N5 -2.1266 0.9608 0.4277
C13 -0.6870 5.0477 -0.0235
C14 -1.4156 6.2190 -0.0573
C15 -0.6978 7.4092 -0.0756
C16 0.6981 7.4091 -0.0755
C17 1.4158 6.2187 -0.0571
C18 0.6873 5.0477 -0.0234
H1 4.5767 -1.3554 0.5250
H2 5.9503 0.6530 -0.1453
H3 4.7650 2.8456 -0.3931
H4 2.1973 -1.0509 0.8624
H5 -4.7644 2.8451 -0.3944
H6 -5.9495 0.6528 -0.1452
H7 -4.5761 -1.3549 0.5278
H8 -2.1968 -1.0503 0.8652
H9 -2.4989 6.2033 -0.0716
H10 -1.2284 8.3532 -0.0890
H11 1.2287 8.3530 -0.0887
H12 2.4992 6.2028 -0.0713
C19 1.5278 -1.7166 3.2025
Ge1 0.0016 -2.3717 2.1984
C20 -1.5232 -1.7164 3.2044
C21 0.0017 -4.3076 2.1807
Ge2 -0.0005 -1.4592 -0.3805
C22 -1.5581 -2.2592 -1.2026
C23 -2.3461 -3.2244 -0.5767
C24 -3.5141 -3.6781 -1.1752
C25 -3.9126 -3.1621 -2.4035
C26 -3.1356 -2.2011 -3.0386
C27 -1.9647 -1.7486 -2.4392
C28 1.5559 -2.2587 -1.2055
C29 1.9602 -1.7478 -2.4427
C30 3.1303 -2.1999 -3.0442
C31 3.9085 -3.1609 -2.4107
C32 3.5123 -3.6772 -1.1818
C33 2.3451 -3.2239 -0.5812
H13 1.3301 -2.0292 4.2335
H14 1.5939 -0.6294 3.1776
H15 2.4768 -2.1449 2.8818
H16 -1.3241 -2.0288 4.2353
H17 -2.4727 -2.1447 2.8851
H18 -1.5892 -0.6292 3.1794
H19 0.0028 -4.5933 3.2384
H20 0.8894 -4.7135 1.6967
H21 -0.8868 -4.7137 1.6984
H22 -2.0516 -3.6371 0.3833
H23 -4.1158 -4.4337 -0.6831
H24 -4.8292 -3.5085 -2.8647
H25 -3.4418 -1.7998 -3.9975
H26 -1.3705 -0.9927 -2.9472
H27 1.3651 -0.9920 -2.9495
H28 3.4348 -1.7984 -4.0036
H29 4.8246 -3.5069 -2.8734
H30 4.1150 -4.4328 -0.6909
H31 2.0524 -3.6369 0.3792

Cartesian forces, eV/Å:
0.00 0.89 -0.05
0.20 -0.04 0.02
0.08 0.02 -0.03
0.10 0.09 -0.05
-0.19 0.05 0.04
0.00 -0.11 0.02
-0.05 0.38 0.08
0.37 -0.31 0.11
-0.38 0.02 -0.12
0.01 0.26 0.13
0.42 0.04 -0.11
-0.42 -0.33 0.11
0.19 0.05 0.04
-0.09 0.10 -0.05
-0.08 0.01 -0.03
-0.20 -0.03 0.02
0.05 0.38 0.08
0.00 -0.10 0.02
-0.21 -0.19 0.01
-0.14 0.09 -0.02
-0.01 0.00 0.00
0.01 -0.01 0.00
0.15 0.10 -0.02
0.21 -0.20 0.01
-0.04 0.08 -0.02
-0.04 0.03 -0.01
0.00 -0.04 0.02
-0.10 -0.08 0.15
0.00 -0.04 0.02
0.04 0.02 -0.01
0.04 0.07 -0.02
0.09 -0.08 0.15
0.08 0.00 0.03
0.03 -0.03 -0.01
-0.03 -0.03 -0.01
-0.08 0.00 0.03
0.20 -0.01 0.01
0.00 0.54 -0.10
-0.21 -0.01 0.01
0.00 -0.27 -0.22
0.00 -1.22 0.53
-0.28 0.15 -0.38
-0.02 -0.06 -0.12
0.02 0.00 -0.04
0.03 0.04 0.03
0.05 0.01 0.06
-0.11 -0.21 0.01
0.28 0.15 -0.38
0.11 -0.21 0.01
-0.05 0.01 0.06
-0.03 0.04 0.03
-0.02 -0.01 -0.04
0.02 -0.06 -0.12
0.08 0.04 -0.07
0.04 -0.01 0.04
-0.01 0.04 0.04
-0.09 0.04 -0.07
0.01 0.04 0.04
-0.04 -0.01 0.04
0.00 -0.03 -0.11
-0.11 -0.06 0.10
0.11 -0.06 0.10
-0.07 0.06 -0.07
0.03 0.03 -0.03
0.04 0.00 0.01
0.01 -0.02 0.05
-0.06 -0.04 0.04
0.06 -0.03 0.04
-0.01 -0.02 0.05
-0.04 0.00 0.01
-0.03 0.03 -0.03
0.07 0.06 -0.07

=====

The following is a quantum chemistry calculation of a structure of composition C33H31N10OPtSe2, from OMol25.

As for the net charge: +3. The value obtained for the total energy is -6820.43971 hartree. Its HOMO-LUMO gap is 6.30 eV. As for the largest force on an atom: 0.149 eV/Å. For the energy above the lowest of the compared OMol25 structures with the same formula, charge and spin, the calculation gives 0.0 kcal per mole.

Element x y z (Å)
Pt1 2.1602 3.9891 2.1157
N1 -1.3546 6.3461 1.5383
C1 -0.3563 5.7124 2.1185
N2 0.4778 4.9318 1.4713
C2 0.3594 4.7847 0.0765
N3 1.2290 4.0987 -0.6028
N4 2.2297 3.6334 0.2037
C3 3.2533 3.0118 -0.2495
C4 4.2575 2.6504 0.7537
C5 5.4506 2.0382 0.4380
C6 6.3705 1.7865 1.4522
C7 6.0620 2.1603 2.7451
C8 4.8407 2.7704 2.9988
N5 3.9538 3.0044 2.0363
C9 -0.7446 5.4427 -0.5905
C10 -0.9558 5.3358 -1.9707
C11 -2.0031 6.0098 -2.5555
C12 -2.8542 6.8033 -1.7799
C13 -2.6617 6.9255 -0.4196
C14 -1.6034 6.2419 0.1650
H1 -1.9464 6.9415 2.1009
H2 -0.2159 5.8541 3.1790
H3 3.3650 2.8069 -1.3073
H4 5.6643 1.7748 -0.5887
H5 7.3163 1.3137 1.2255
H6 6.7520 1.9942 3.5597
H7 4.5662 3.0846 3.9955
H8 -0.2834 4.7275 -2.5582
H9 -2.1668 5.9332 -3.6211
H10 -3.6711 7.3334 -2.2503
H11 -3.3157 7.5449 0.1812
Se1 -0.6422 -4.1532 -4.1140
C15 -0.2773 -6.0293 -4.0340
C16 -1.0865 -6.8864 -4.7719
C17 -0.8749 -8.2573 -4.7015
C18 0.1295 -8.7616 -3.8882
C19 0.9379 -7.8991 -3.1546
C20 0.7428 -6.5284 -3.2298
H12 -1.8693 -6.4858 -5.4041
H13 -1.4928 -8.9277 -5.2841
H14 0.2961 -9.8294 -3.8360
H15 1.7339 -8.2958 -2.5386
H16 1.3771 -5.8510 -2.6727
C21 -4.4586 -4.3485 -3.8346
N6 -3.9021 -5.4602 -3.0754
C22 -2.8251 -5.4323 -2.2910
Se2 -1.6374 -3.9903 -1.9729
N7 -2.6180 -6.6565 -1.7956
C23 -3.5812 -7.5279 -2.2825
C24 -3.7957 -8.8882 -2.0890
C25 -4.8660 -9.4369 -2.7624
C26 -5.6945 -8.6640 -3.5955
C27 -5.4816 -7.3150 -3.7846
C28 -4.4003 -6.7625 -3.1049
H17 -4.0029 -3.4247 -3.4920
H18 -5.5327 -4.3103 -3.6686
H19 -4.2506 -4.4877 -4.8942
H20 -1.8137 -6.8966 -1.2359
H21 -3.1594 -9.4830 -1.4485
H22 -5.0779 -10.4909 -2.6480
H23 -6.5216 -9.1437 -4.1001
H24 -6.1209 -6.7254 -4.4268
C29 2.5916 7.4992 6.1258
N8 2.4282 6.0721 5.8121
C30 2.4501 5.1223 6.7692
C31 2.2754 3.8103 6.4823
C32 2.1021 3.4564 5.1228
N9 2.1223 4.3926 4.1618
C33 2.2130 5.7440 4.4802
O1 2.1028 6.6022 3.6296
N10 1.9501 2.1778 4.7629
H25 2.8011 7.5958 7.1867
H26 1.6824 8.0394 5.8750
H27 3.4141 7.9067 5.5443
H28 2.6049 5.4707 7.7814
H29 2.2744 3.0637 7.2603
H30 1.8677 1.4627 5.4657
H31 1.7104 1.9477 3.8112

Cartesian forces, eV/Å:
0.06 0.12 0.04
0.00 0.00 0.00
0.00 0.00 0.00
0.00 0.00 0.00
0.00 0.00 0.00
0.00 0.00 0.00
-0.01 0.01 0.01
0.00 0.00 0.00
0.00 0.00 0.00
0.00 0.00 0.00
0.00 0.00 0.00
0.00 0.00 0.00
0.00 0.00 0.00
0.01 0.00 0.00
0.00 0.00 0.00
0.00 0.00 0.00
0.00 0.00 0.00
0.00 0.00 0.00
0.00 0.00 0.00
0.00 0.00 0.00
0.00 0.00 0.00
0.00 0.00 0.00
0.00 0.00 0.00
0.00 0.00 0.00
0.00 0.00 0.00
0.00 0.00 0.00
0.00 0.00 0.00
0.00 0.00 0.00
0.00 0.00 0.00
0.00 0.00 0.00
0.00 0.00 0.00
-0.02 0.01 0.05
0.01 -0.01 0.00
0.00 0.00 0.00
0.00 0.00 0.00
0.00 0.00 0.00
0.00 0.00 0.00
0.00 0.01 0.00
0.00 0.00 0.00
0.00 0.00 0.00
0.00 0.00 0.00
0.00 0.00 0.00
0.00 0.00 0.00
0.00 0.00 0.00
0.00 0.00 -0.01
-0.01 -0.02 0.01
-0.03 -0.11 -0.10
0.00 0.01 0.01
-0.01 0.00 0.00
0.00 0.00 0.00
0.00 0.00 0.00
0.00 0.00 0.00
0.00 0.00 0.00
0.00 0.00 0.00
0.00 0.00 0.00
0.00 0.00 0.00
0.00 0.00 0.00
0.00 0.00 0.00
0.00 0.00 0.00
0.00 0.00 0.00
0.00 0.00 0.00
0.00 0.00 0.00
0.00 0.00 0.00
0.00 0.01 0.00
0.00 -0.01 0.00
0.00 0.00 0.01
0.00 0.00 0.00
0.00 -0.01 0.00
0.00 0.00 -0.01
0.00 0.00 0.00
-0.01 0.00 0.00
0.00 0.00 0.00
0.00 0.00 0.00
0.00 0.00 0.00
0.00 0.00 0.00
0.00 0.00 0.00
0.00 0.00 0.00
0.00 0.00 0.00

=====

- Number 2 is which compound?
  C33H31N10OPtSe2